{
  "formula": "H43O21",
  "method": "ωB97M-V with the def2-TZVPD basis set",
  "max_force_ev_per_a": 17.9,
  "de_lowest_kcal_mol": 211.32,
  "orbital_gap_ev": 10.565,
  "charge": 1,
  "species": ["O", "H", "H", "O", "H", "H", "O", "H", "H", "O", "H", "H", "O", "H", "H", "O", "H", "H", "O", "H", "H", "O", "H", "H", "O", "H", "H", "O", "H", "H", "O", "H", "H", "O", "H", "H", "O", "H", "H", "O", "H", "H", "O", "H", "H", "O", "H", "O", "H", "H", "O", "H", "H", "O", "H", "H", "O", "H", "H", "O", "H", "H", "H", "H"],
  "xyz": [[3.83636, 2.05909, -0.28519], [-3.54640, -2.19037, 1.11778], [-1.02639, 2.38509, 3.18857], [-1.66310, 0.76942, 1.02578], [-2.58258, 0.22572, 1.37376], [0.34961, -2.32347, -3.39965], [-3.03633, -1.87322, 1.93546], [-2.54062, -2.74547, 2.16927], [2.79710, -0.48104, 3.50422], [-0.95528, -4.57019, 1.04498], [2.47151, -1.34129, 4.53640], [-4.77915, 1.00774, 1.95519], [1.03406, 3.25201, -3.94776], [3.53586, 1.61012, 1.65859], [1.81833, 2.54931, -3.90154], [2.13027, -1.17048, 3.66527], [4.06227, -1.78806, -0.47444], [0.51680, 2.66731, -0.85471], [-0.17138, 0.35282, -1.40108], [1.20426, 3.57684, -3.06891], [0.77504, 0.02424, 3.18458], [-0.23644, -2.85777, -3.99387], [2.95332, 2.49117, -0.07449], [-0.65057, -0.70285, 3.17499], [3.06002, -0.56386, -2.88861], [-2.60889, 4.00610, -2.02159], [-0.02661, -3.15885, 3.95752], [3.97527, 0.86658, 2.01529], [-0.02117, -4.99813, 0.79033], [-0.69264, 1.70955, -4.53748], [4.05522, -1.83449, 0.55929], [4.93144, -2.30014, 0.58909], [-1.05805, 0.97563, -1.52152], [-1.87966, -2.70613, -1.12245], [-1.33963, -2.36460, -1.77844], [0.16138, 0.37878, -2.29517], [-1.85499, 4.23633, -2.45444], [4.01418, -0.48782, -3.29478], [-1.58982, 3.36390, -2.78289], [1.13318, 3.30805, -0.31972], [1.18187, 4.10675, -0.70322], [0.02944, -2.90871, -4.73633], [-0.77876, 2.99749, 2.44995], [-1.61232, 0.98005, -3.60726], [-1.15849, 1.52532, 1.52240], [-3.30612, 0.19049, -3.67186], [4.17323, 3.11045, -0.25678], [-0.08036, -1.20681, 1.11666], [0.16620, -1.58802, 0.26329], [-0.79179, -0.18632, 1.28880], [-0.69879, 1.36216, -3.63747], [3.09200, -0.05884, -2.04253], [-0.73033, -1.75619, 1.49573], [-4.18488, 0.36927, 2.12079], [4.19416, 0.24487, 1.42065], [-2.31007, -3.58596, -1.24664], [-0.16345, 0.12043, 3.29300], [-3.93094, 0.38792, 3.03552], [-0.62081, -3.97114, 1.87854], [-0.77091, -2.62466, 3.85859], [-1.16571, -2.52506, 4.83133], [-0.03023, 3.33971, 2.80386], [-4.27918, 0.12955, -3.54351], [-2.77951, 0.18966, -2.96116]],
  "atomic_forces_ev_per_a": [[-0.40, 6.23, 0.23], [0.98, 0.93, 1.57], [-0.01, 0.52, -0.75], [0.04, -2.61, 1.34], [2.52, 2.88, -0.34], [-0.52, -0.85, -1.54], [0.76, -3.39, -1.14], [-1.27, 2.12, -0.32], [0.03, 0.23, -1.32], [4.54, 0.97, 2.47], [-0.42, -0.88, 1.10], [-3.26, 3.72, -0.74], [3.32, -2.47, 0.04], [-0.18, 0.57, -1.08], [-2.49, 1.89, -0.83], [1.07, 0.62, 0.03], [-0.69, 0.20, 2.53], [1.74, 2.01, 1.37], [-3.50, 2.11, 0.61], [-0.46, 0.86, 0.63], [0.53, -1.06, 0.13], [-5.30, 1.70, 16.99], [-0.09, -1.69, -0.59], [0.97, -0.13, 0.69], [2.56, 0.52, -0.24], [-3.66, -0.42, 2.18], [2.19, -1.30, 0.46], [-0.76, 1.90, 5.73], [-3.14, 1.24, 0.65], [0.44, 0.29, 0.03], [1.66, -0.61, -3.41], [-0.97, 0.47, 0.80], [3.59, -2.52, 0.85], [-2.39, -1.12, 3.18], [1.11, 0.07, -2.60], [0.31, 0.15, -0.74], [3.31, 0.04, -1.81], [-2.83, -0.10, 1.31], [0.53, 0.30, -0.44], [-1.44, -6.55, 1.10], [-0.22, 4.46, -2.38], [5.94, -0.76, -15.39], [-4.00, -2.84, -0.30], [1.22, 0.47, -0.59], [-1.83, -1.00, -0.34], [-3.51, 0.17, -5.05], [0.14, -4.21, -0.48], [1.05, 1.20, -0.03], [-0.44, 0.44, -0.38], [-0.48, 1.29, -2.04], [-1.92, -0.42, -0.44], [0.22, -0.28, -0.92], [-1.35, -1.98, 0.58], [3.25, -3.53, 0.00], [0.92, -3.10, -3.79], [1.25, 1.25, -0.65], [-1.99, 1.73, 0.30], [-0.12, 0.02, 0.67], [-1.36, -2.31, -2.90], [-3.54, 1.53, 2.59], [1.29, -0.38, -3.23], [3.96, 2.03, 1.15], [1.45, 0.09, 0.57], [1.63, -0.72, 4.91]]
}